Entry 1:
84
Properties=species:S:1:pos:R:3:lowdin_charge:R:1 method="wB97M-V/def2-TZVPD" homo_lumo_gap_ev=1.07 e_tot_ha=-6811.9051 de_lowest_ev=0.8708 charge=+2 mol_weight_g_mol=1170.7 lumo_ev=-10.1
C 2.213 0.349 4.947 0.01
C 1.182 0.645 3.879 -0.53
O 1.394 0.401 2.724 0.06
N -0.058 1.179 4.402 0.05
C -0.433 2.398 3.881 -0.60
C -1.308 3.275 4.748 0.01
O -0.091 2.835 2.756 -0.18
Al -1.564 0.021 4.099 -0.22
I -1.050 -2.482 4.137 0.61
C -3.051 0.439 5.335 -0.25
C -4.424 0.104 4.663 -0.25
C -5.277 1.358 4.564 -0.18
F -4.553 2.326 3.827 -0.11
P -2.192 0.758 1.947 0.41
S -0.752 0.654 0.563 0.21
H 2.001 -0.615 5.413 0.10
H 2.179 1.129 5.711 0.07
H 3.202 0.332 4.497 0.08
H -0.994 4.310 4.615 0.09
H -1.245 2.983 5.791 0.10
H -2.348 3.214 4.409 0.07
H -2.967 -0.198 6.218 0.07
H -3.077 1.484 5.639 0.04
H -4.331 -0.283 3.640 0.07
H -4.972 -0.633 5.249 0.12
H -5.422 1.770 5.562 0.13
H -6.222 1.177 4.057 0.12
H -2.444 2.151 2.158 -0.10
H -3.421 0.232 1.494 -0.02
C 3.327 4.479 5.434 -1.98
Cl 2.257 4.169 4.063 0.62
Cl 4.590 3.173 5.497 0.32
Cl 4.131 6.030 5.243 0.58
Cl 2.414 4.439 6.932 0.60
Mg -1.299 3.233 0.783 1.13
C 0.556 -5.585 1.182 -0.92
O -0.496 -5.981 1.721 0.00
O 0.960 -4.368 1.719 -0.50
O 1.253 -6.064 0.278 0.01
H 0.202 -4.340 2.341 -0.01
Cs 0.525 -2.991 0.004 1.28
O 2.286 -9.031 -0.124 0.12
H 1.578 -8.356 -0.083 0.00
Mg 7.015 2.975 4.632 0.72
C 2.263 1.479 -2.755 -0.09
C 1.729 2.456 -1.926 -0.10
C 2.184 3.766 -2.007 -0.10
C 3.169 4.102 -2.924 -0.08
C 3.702 3.125 -3.754 -0.07
C 3.253 1.814 -3.667 -0.08
H 1.909 0.458 -2.692 0.10
H 0.954 2.190 -1.213 0.03
H 1.772 4.531 -1.356 0.09
H 3.521 5.122 -2.993 0.11
H 4.470 3.386 -4.470 0.11
H 3.670 1.052 -4.312 0.12
C 0.326 -3.537 -7.358 -0.14
C 0.157 -4.354 -6.095 -0.15
O 0.665 -3.499 -5.054 -0.19
S 0.356 -1.967 -5.420 0.59
O -0.822 -1.559 -4.736 -0.22
O 1.570 -1.236 -5.319 -0.23
O 0.004 -2.194 -6.959 -0.18
H 1.357 -3.554 -7.713 0.14
H -0.340 -3.855 -8.155 0.14
H 0.717 -5.285 -6.117 0.14
H -0.893 -4.564 -5.887 0.14
C 0.978 1.828 -6.152 -0.05
O -0.230 1.952 -6.905 0.02
C -1.180 2.667 -6.312 -0.62
O -1.106 3.184 -5.224 0.10
O -2.231 2.708 -7.125 0.01
C -3.345 3.449 -6.627 -0.04
H 1.660 1.219 -6.737 0.10
H 1.432 2.805 -5.985 0.10
H 0.787 1.332 -5.204 0.07
H -3.073 4.490 -6.462 0.10
H -3.719 3.005 -5.705 0.09
H -4.117 3.396 -7.388 0.10
C -0.098 -8.600 3.496 -1.03
Cl -1.520 -9.578 3.875 0.52
Cl 0.444 -7.660 4.896 0.50
H 0.707 -9.260 3.195 0.03
H -0.351 -7.909 2.699 -0.01

Entry 2:
118
Properties=species:S:1:pos:R:3:mulliken_spin:R:1 method="wB97M-V/def2-TZVPD" homo_lumo_gap_ev="7.71 / 6.45" s2=0.756 spin_multiplicity=2 e_tot_ha=-3915.5650 de_lowest_ev=2.4256 charge=+2 mol_weight_g_mol=901.8 lumo_ev="-4.2 / -6.2"
Sc 2.111 0.308 0.669 0.00
C -2.627 2.973 1.517 0.00
C -1.353 2.639 0.716 0.01
C -1.546 2.664 -0.826 0.04
C 0.524 2.219 -1.079 0.00
N 0.860 2.094 0.372 0.00
N -0.252 2.416 1.286 0.00
B 2.120 3.195 0.810 0.00
N 2.443 2.778 2.283 0.00
C 2.828 3.590 3.248 0.00
C 3.429 2.846 4.230 0.00
C 3.421 1.535 3.748 0.00
C 3.953 0.331 4.398 0.00
N 2.839 1.495 2.568 0.00
N 3.369 2.760 -0.115 0.00
C 4.260 3.439 -0.816 0.00
C 5.127 2.618 -1.450 0.00
C 4.810 1.324 -0.957 0.00
C 5.599 0.106 -1.160 0.00
N 3.715 1.405 -0.215 0.00
N 1.737 4.623 0.678 0.00
C 0.767 5.295 1.325 0.00
C 0.457 6.444 0.590 0.00
C 1.435 6.447 -0.411 0.00
C 1.610 7.428 -1.528 0.00
N 2.209 5.340 -0.401 0.00
H -2.730 4.034 1.632 0.00
H -2.623 2.453 2.461 0.00
H -3.548 2.784 0.901 0.00
H -2.633 2.782 -1.121 0.00
H 1.397 1.977 -1.652 0.00
H 2.621 4.643 3.330 0.00
H 3.946 3.353 5.105 0.00
H 3.360 -0.511 4.684 0.00
H 4.373 0.753 5.366 0.00
H 4.849 -0.041 3.828 0.00
H 4.105 4.509 -0.953 0.00
H 6.056 2.885 -2.018 0.00
H 6.094 0.093 -2.205 0.00
H 4.962 -0.757 -1.134 0.00
H 6.366 0.062 -0.427 0.00
H 0.357 4.837 2.225 0.00
H -0.259 7.205 0.958 0.00
H 1.877 8.393 -1.105 0.00
H 0.738 7.454 -2.165 0.00
H 2.480 6.988 -2.095 0.00
C -1.712 -1.941 1.662 0.01
C -1.259 -3.166 0.936 0.01
P -1.667 -3.087 -0.816 0.30
C -3.456 -3.404 -0.947 0.05
C -4.085 -3.380 -2.167 0.04
C -5.424 -3.786 -2.267 -0.01
C -6.169 -4.031 -1.125 0.02
C -5.545 -4.010 0.112 -0.01
C -4.183 -3.737 0.144 -0.01
C -0.887 -4.504 -1.745 0.08
C 0.478 -4.519 -1.799 0.02
C 1.165 -5.529 -2.458 -0.01
C 0.434 -6.561 -3.075 0.02
C -0.968 -6.545 -3.005 -0.01
C -1.609 -5.552 -2.304 0.02
C -1.145 -0.602 1.206 -0.03
P -1.543 -0.266 -0.612 0.14
C -0.816 1.313 -1.365 0.15
C -1.076 0.985 -2.835 0.05
C -0.877 1.836 -3.851 0.01
C -0.556 3.243 -3.833 0.00
C -0.427 4.034 -2.776 0.00
C -0.359 3.535 -1.362 0.01
C -3.336 0.041 -0.653 0.08
C -3.923 0.153 -1.921 0.02
C -5.296 0.296 -2.029 -0.01
C -6.102 0.411 -0.945 0.01
C -5.491 0.372 0.325 -0.01
C -4.122 0.121 0.498 -0.01
H -1.378 -2.029 2.658 0.00
H -2.788 -1.834 1.688 -0.01
H -1.618 -4.036 1.415 0.00
H -0.149 -3.165 1.030 -0.03
H -3.484 -3.273 -3.052 0.00
H -5.858 -3.815 -3.316 0.00
H -7.238 -4.264 -1.226 0.00
H -6.164 -4.413 0.906 0.00
H -3.692 -3.832 1.145 0.00
H 1.046 -3.772 -1.320 0.02
H 2.238 -5.615 -2.390 0.00
H 0.943 -7.454 -3.452 0.00
H -1.522 -7.381 -3.433 0.00
H -2.746 -5.578 -2.252 0.01
H -0.063 -0.715 1.413 -0.02
H -1.544 0.181 1.853 0.01
H -1.369 -0.042 -3.045 0.00
H -0.985 1.422 -4.875 0.00
H -0.386 3.709 -4.798 0.00
H -0.341 5.098 -2.930 0.00
H -0.130 4.391 -0.744 0.01
H -3.307 0.103 -2.836 0.00
H -5.662 0.252 -3.040 0.00
H -7.185 0.626 -1.045 0.00
H -6.128 0.295 1.190 0.00
H -3.689 -0.008 1.512 0.00
N 2.512 -5.237 3.830 0.00
C 2.542 -4.019 3.282 0.00
C 3.381 -3.665 2.201 0.00
C 3.198 -2.470 1.606 0.00
N 2.398 -1.482 2.067 0.00
C 1.623 -1.808 3.046 0.00
C 1.621 -3.016 3.646 0.00
H 3.119 -5.969 3.584 0.00
H 1.940 -5.446 4.642 0.00
H 4.069 -4.382 1.748 0.00
H 3.700 -2.308 0.696 0.00
H 0.910 -1.088 3.389 0.00
H 0.879 -3.294 4.395 0.00
C 1.523 -0.924 -1.088 0.09
H 2.360 -1.519 -1.585 0.00
H 0.937 -0.438 -1.888 -0.02
H 0.817 -1.716 -0.712 -0.06

Entry 3:
82
Properties=species:S:1:pos:R:3:mulliken_spin:R:1 method="wB97M-V/def2-TZVPD" homo_lumo_gap_ev="5.53 / 5.31" s2=2.452 spin_multiplicity=3 e_tot_ha=-2905.9010 charge=+1 mol_weight_g_mol=696.8 lumo_ev="-4.2 / -4.4"
C -2.072 3.261 1.595 -0.01
C -1.080 2.308 1.456 0.00
N -0.470 2.071 0.264 -0.01
C -0.810 2.862 -0.784 0.02
C -1.791 3.831 -0.681 0.00
C -2.473 4.025 0.509 0.02
C -0.614 1.504 2.630 0.02
P 0.062 -0.129 2.083 0.00
W 1.070 0.496 0.070 1.02
P 0.593 0.938 -2.185 0.02
C -0.075 2.644 -2.065 -0.02
O -4.521 -2.125 1.435 0.00
O -2.705 -2.470 -2.256 0.00
H -2.536 3.366 2.581 0.00
H -2.018 4.408 -1.581 0.00
H -3.282 4.756 0.588 0.00
C 1.002 -0.540 3.588 0.00
C -1.405 -1.192 2.120 0.05
H -0.756 2.781 -2.916 0.00
H 0.757 3.362 -2.156 0.02
H -1.392 1.311 3.293 0.00
H 0.193 2.045 3.168 0.03
C 1.947 1.227 -3.373 0.02
C -0.747 0.095 -3.077 0.03
H 0.776 -4.266 -1.474 0.18
H -2.944 -2.633 -1.317 0.00
H -4.948 -2.308 2.257 0.00
H -5.139 -1.528 0.981 0.00
H 2.410 1.516 0.395 0.09
H -3.526 -1.951 -2.564 0.00
H 0.357 -1.117 4.264 0.00
H 1.906 -1.112 3.354 0.01
H 1.288 0.394 4.089 -0.01
H -1.576 -1.530 3.152 0.00
H -2.297 -0.655 1.774 0.00
H -1.269 -2.070 1.475 -0.03
H -1.387 0.868 -3.522 0.00
H -0.363 -0.545 -3.875 0.00
H -1.369 -0.531 -2.425 -0.01
H 1.608 0.970 -4.386 0.00
H 2.214 2.292 -3.337 -0.01
H 2.843 0.648 -3.119 0.01
C 1.362 -3.672 2.200 0.00
Si 0.857 -4.008 0.371 0.06
C 2.022 -5.515 0.117 0.03
C -0.912 -4.605 0.605 0.01
Si 1.036 -1.820 -0.664 0.18
Si 3.429 -0.170 0.277 -0.04
C 4.064 -2.026 0.133 0.03
C 4.620 0.611 -0.999 -0.01
C 4.209 0.213 1.988 0.00
Si 1.417 -3.342 -2.751 0.08
C 3.146 -4.158 -2.797 0.01
C 0.146 -4.266 -3.847 0.04
C 1.829 -2.053 -4.124 0.19
H 1.304 -4.649 2.709 0.00
H 0.666 -3.000 2.720 0.00
H 2.381 -3.294 2.338 0.00
H 1.877 -6.193 0.969 0.01
H 1.799 -6.078 -0.798 0.00
H 3.076 -5.209 0.084 0.00
H -1.683 -3.892 0.284 0.00
H -1.043 -5.539 0.043 0.00
H -1.075 -4.827 1.670 0.00
H 3.888 -2.484 -0.851 -0.02
H 5.155 -2.003 0.308 0.00
H 3.613 -2.688 0.888 0.00
H 4.413 1.682 -1.132 0.00
H 5.644 0.500 -0.608 0.00
H 4.569 0.112 -1.976 0.00
H 3.820 1.148 2.411 0.00
H 4.043 -0.596 2.711 0.00
H 5.295 0.329 1.845 0.00
H 3.272 -4.979 -2.085 0.00
H 3.299 -4.562 -3.811 0.00
H 3.927 -3.405 -2.617 0.00
H -0.828 -3.757 -3.756 0.00
H 0.470 -4.223 -4.899 0.00
H 0.018 -5.325 -3.584 0.00
H 2.174 -2.628 -5.001 0.00
H 2.640 -1.374 -3.834 -0.01
H 0.965 -1.467 -4.456 -0.02

Entry 4:
77
Properties=species:S:1:pos:R:3:mulliken_spin:R:1 method="wB97M-V/def2-TZVPD" homo_lumo_gap_ev="6.60 / 6.76" s2=0.751 spin_multiplicity=2 e_tot_ha=-2691.1667 mol_weight_g_mol=845.0 lumo_ev="-2.2 / -2.1"
Hf -0.385 -0.947 -4.090 1.01
N 0.180 2.527 -4.719 0.01
O -0.293 3.430 -4.049 0.00
O 0.515 2.806 -5.815 0.00
O 0.039 1.385 -4.374 0.01
N 3.018 -0.309 -3.381 0.00
O 3.922 -1.001 -3.701 0.00
O 3.220 0.673 -2.683 0.00
O 2.008 -0.419 -3.957 0.02
N 0.408 0.103 -0.658 0.02
O 1.485 0.488 -0.328 0.00
O 0.152 0.067 -1.825 -0.21
O -0.404 -0.362 0.204 0.00
C 3.495 -0.734 3.450 0.00
O 4.006 -1.798 3.626 0.00
N 3.205 0.039 4.406 0.00
N 3.005 -0.316 2.365 0.00
H 2.755 0.895 4.115 0.00
H 3.780 0.090 5.235 0.00
H 2.737 0.620 2.095 0.00
H 3.243 -1.006 1.667 0.00
C 3.142 3.711 1.803 0.00
O 4.045 3.994 1.058 0.00
N 2.616 2.512 1.728 0.00
N 2.789 4.477 2.727 0.00
H 2.863 1.922 0.946 0.00
H 1.773 2.368 2.264 0.00
H 3.197 5.401 2.763 0.00
H 2.129 4.155 3.420 0.00
C 1.449 -2.946 -1.539 0.01
O 0.968 -2.352 -2.453 0.04
N 1.219 -4.216 -1.350 0.00
N 2.213 -2.407 -0.615 0.00
H 1.835 -4.745 -0.749 0.00
H 0.735 -4.603 -2.148 0.00
H 2.744 -2.907 0.085 0.00
H 2.426 -1.422 -0.681 0.00
C -3.076 0.870 -2.424 0.01
O -2.277 0.205 -3.092 0.06
N -2.624 1.886 -1.754 0.00
N -4.331 0.571 -2.235 0.00
H -3.197 2.349 -1.064 0.00
H -1.637 2.085 -1.829 0.00
H -4.995 1.127 -1.715 0.00
H -4.379 -0.418 -2.436 0.00
C -2.217 -2.890 -1.523 0.00
O -1.607 -2.209 -2.359 0.04
N -3.491 -2.989 -1.486 0.00
N -1.677 -3.501 -0.486 0.00
H -4.133 -2.329 -1.899 0.00
H -3.784 -3.834 -1.015 0.00
H -2.176 -4.126 0.131 0.00
H -0.674 -3.569 -0.387 0.00
C 0.158 -2.442 2.891 0.00
O 0.459 -2.950 3.931 0.00
N -0.374 -1.316 2.912 0.00
N 0.396 -2.926 1.701 0.00
H -0.749 -0.941 2.053 0.00
H -0.359 -0.783 3.770 0.00
H 0.644 -3.894 1.557 0.00
H -0.017 -2.286 1.037 0.00
C -0.226 4.269 -0.277 0.00
O -0.770 5.271 -0.830 0.00
N -0.314 4.197 0.992 0.00
N 0.579 3.511 -0.967 0.00
H -0.778 4.941 1.492 0.00
H 0.132 3.433 1.478 0.00
H 0.629 3.709 -1.956 0.00
H 1.242 2.886 -0.532 0.00
C -4.358 -0.762 1.496 0.00
O -5.560 -0.476 1.444 0.00
N -3.860 -1.862 1.797 0.00
N -3.362 0.053 1.168 0.00
H -2.874 -2.033 1.660 0.00
H -4.524 -2.617 1.896 0.00
H -3.583 1.033 1.061 0.00
H -2.493 -0.416 0.958 0.00